[1]
C26H48Cl3N4O4SiTm | ωB97M-V/def2-TZVPD

Last column: Mulliken spin population.
Cartesian coordinates (Å):
C -3.36175 -1.25214 -3.42456  0.0001
C -2.38617 -0.13435 -3.59470  -0.0001
H -4.17452 -1.19271 -4.15330  0.0000
H -3.78101 -1.23254 -2.40673  0.0000
H -2.85695 -2.22068 -3.55161  0.0000
C -2.59673 0.95603 -4.35001  0.0000
C -3.82301 1.21668 -5.15926  0.0000
H -1.81440 1.71413 -4.43071  0.0000
H -4.69957 0.68464 -4.77308  0.0000
H -3.68680 0.91212 -6.20542  0.0000
H -4.05245 2.28901 -5.17430  0.0000
Tm -0.59127 -0.30029 0.66118  2.0401
Cl 0.34920 -2.57155 -0.30157  -0.0015
Cl -1.63020 -0.11618 3.04841  -0.0016
H 3.00613 -1.10361 5.30381  0.0000
H 2.79583 -3.59734 4.92224  0.0000
C 2.01797 -0.94803 4.85438  0.0000
C 1.79250 -3.40046 4.53042  0.0000
N 1.73466 -2.06599 3.95641  0.0002
H 1.99589 -0.01134 4.29017  0.0000
C 1.24608 -1.87275 2.73883  -0.0014
O 1.04534 -0.73843 2.24190  -0.0031
H 1.56208 -4.11819 3.73846  0.0000
H 1.00701 -2.77999 2.15891  -0.0002
H 1.27252 -0.91184 5.66233  0.0000
H 1.06603 -3.50816 5.34671  0.0000
H -3.68112 0.93094 -1.28300  0.0001
H -2.84495 3.42965 -2.66563  0.0000
C -3.81379 1.66930 -0.47884  0.0003
C -3.17709 3.75890 -1.66769  0.0000
N -2.86219 2.76307 -0.65021  -0.0003
H -3.64995 1.18281 0.48777  0.0000
C -1.71544 2.80564 0.04366  0.0003
O -1.32190 1.87537 0.78271  -0.0024
H -2.66778 4.69761 -1.42235  0.0000
H -1.14260 3.74544 -0.08777  0.0001
H -4.82648 2.08352 -0.53968  -0.0001
H -4.26204 3.91289 -1.69916  0.0000
O -1.45397 -0.11108 -1.38750  -0.0245
C -1.13547 -0.26665 -2.70588  -0.0002
C 0.00647 2.00328 -2.77287  0.0004
C -0.00208 0.66870 -3.16485  -0.0003
H -0.75424 2.34807 -2.06330  0.0002
C 0.92870 2.89469 -3.32885  0.0000
H -0.77847 -1.29644 -2.88420  0.0002
C 0.95728 0.19285 -4.05809  0.0000
H 0.89789 3.94422 -3.02095  0.0000
C 1.83720 2.43565 -4.29113  0.0000
C 1.85984 1.08036 -4.65042  0.0000
H 0.91858 -0.86833 -4.30943  0.0000
H 2.52490 3.14535 -4.75465  0.0000
H 2.56066 0.71416 -5.40264  0.0000
Si -3.53463 -3.13380 1.95210  -0.0002
Cl -2.99099 -1.75337 0.35905  -0.0010
C -4.18691 -2.16197 3.39730  0.0000
C -1.99565 -4.14528 2.27069  -0.0001
C -4.90358 -4.32622 1.48259  -0.0001
H -3.82973 -1.12527 3.39035  0.0000
H -3.83990 -2.63525 4.32528  0.0000
H -5.28505 -2.16836 3.40052  0.0000
H -5.87561 -3.82151 1.42857  0.0000
H -4.97220 -5.08603 2.27691  0.0000
H -4.72182 -4.84512 0.53455  0.0000
H -1.06916 -3.57484 2.13028  0.0002
H -1.96990 -5.00360 1.58384  0.0000
H -2.03654 -4.52979 3.30088  0.0000
C 3.29743 -0.87932 -0.86746  -0.0001
N 3.52717 0.22732 0.03390  0.0003
C 4.82432 0.30100 0.66517  -0.0001
C 5.10263 1.70347 1.13061  0.0000
C 3.95967 2.18585 1.98394  0.0000
N 2.71208 2.02190 1.26766  0.0005
C 1.59443 2.85107 1.67825  0.0000
C 2.47893 0.99225 0.41706  -0.0008
O 1.30631 0.74992 0.00031  -0.0047
H 3.08018 -0.51156 -1.88284  0.0001
H 2.45945 -1.51435 -0.52541  -0.0001
H 4.21659 -1.47640 -0.89106  0.0000
H 4.86207 -0.39190 1.52341  0.0000
H 5.56086 -0.02500 -0.07194  0.0000
H 5.24751 2.37090 0.27370  0.0000
H 6.02373 1.70573 1.71652  0.0000
H 4.06550 3.24733 2.22798  0.0000
H 3.92711 1.61266 2.93070  0.0000
H 0.79122 2.25822 2.14278  -0.0002
H 1.96918 3.58062 2.40820  0.0000
H 1.18906 3.39042 0.80893  0.0000

2S+1   3
Frontier orbital gap (alpha / beta)   8.129 / 8.129 eV
DFT total energy   -4295.101032 a.u.
Relative energy (zero: lowest compared OMol25 entry of this formula, charge and spin)   0.0 kJ/mol
HOMO level (alpha / beta)   -0.2829 / -0.2830 hartree

---

[2]
C12H14O | ωB97M-V/def2-TZVPD

Last column: Löwdin charge in e.
Cartesian coordinates (Å):
C -4.45073 0.05816 0.57199  -0.0622
C -2.09701 -0.18646 -0.13870  -0.4070
C -1.87122 1.13891 -0.60546  0.0077
C -0.56480 1.59508 -0.33231  -0.0703
C 0.42446 0.68100 -0.14075  -0.1764
C 1.91590 1.34970 0.06016  -0.0684
C 3.02938 0.30794 0.03300  -0.3638
C 4.00126 0.35072 0.86132  0.0305
C 2.81257 -1.00379 -0.62428  -0.1735
C 1.48150 -1.72178 -0.09607  -0.0730
C 0.20518 -0.71173 -0.17440  -0.1049
C -1.16462 -1.18208 0.09972  0.0558
H -4.50792 0.28156 1.85178  0.1424
H -4.76795 1.18387 -0.08422  0.1543
H -5.11381 -0.88668 0.31723  0.1016
H -2.60036 1.87031 -0.55234  0.0647
H -0.28012 2.66804 -0.51929  0.1325
H 2.04098 2.12236 -0.71886  0.1025
H 1.96141 2.07763 0.91990  0.1216
H 4.15574 1.29776 1.46616  0.0936
H 4.72829 -0.28114 1.07716  0.0156
H 3.59869 -1.66369 -0.35952  0.0856
H 2.84136 -0.69241 -1.73625  0.1478
H 1.27936 -2.62501 -0.61836  0.0781
H 1.70032 -1.72743 1.11015  0.1715
H -1.41031 -2.26408 0.19555  0.1352
O -3.24461 -0.67688 0.07069  -0.1415

Frontier orbital gap   8.727 eV
DFT total energy   -540.691930 a.u.
Relative energy (zero: lowest compared OMol25 entry of this formula, charge and spin)   413.6 kJ/mol
HOMO level   -0.2932 hartree

---

[3]
C5H8O | ωB97M-V/def2-TZVPD

Last column: Löwdin charge in e.
Cartesian coordinates (Å):
O 2.35686 -0.94186 0.21106  0.0852
C 1.28472 -0.39178 0.13491  -0.4012
C 0.68209 0.24854 -1.10582  -0.1176
C -0.81733 0.02013 -0.90401  -0.1956
C -1.02135 0.26269 0.60552  -0.1923
C 0.26135 -0.27249 1.26687  -0.1093
H 0.91088 1.32421 -1.06225  0.1312
H 1.11003 -0.15655 -2.02452  0.1193
H -1.44403 0.66176 -1.52992  0.1076
H -1.06254 -1.02279 -1.14530  0.1160
H -1.92872 -0.21754 0.98347  0.1056
H -1.12266 1.33867 0.79587  0.1091
H 0.64379 0.40149 2.03804  0.1198
H 0.14691 -1.25448 1.73609  0.1222

Frontier orbital gap   10.399 eV
DFT total energy   -270.556769 a.u.
SMILES string   O=C1CCCC1
Relative energy (zero: lowest compared OMol25 entry of this formula, charge and spin)   3.0 kJ/mol
HOMO level   -0.3459 hartree

---

[4]
C6H6CsO6 | ωB97M-V/def2-TZVPD

Last column: Löwdin charge in e.
Cartesian coordinates (Å):
Cs -1.87553 0.99783 1.19694  1.2040
C 1.12345 1.02244 -0.49797  -0.1152
C 1.69661 0.20385 0.48650  -0.4440
C 2.43121 -1.07583 0.12916  -0.4366
O 2.97860 -1.74946 1.01278  -0.0451
C 2.31526 -1.54262 -1.19815  -0.0245
C 1.55093 -0.85780 -2.17950  -0.4186
C 1.02107 0.57762 -1.84384  -0.4089
O 0.49759 1.22536 -2.75904  -0.0370
O 1.25678 -1.32871 -3.28516  -0.0466
O 1.62200 0.60849 1.67962  -0.1084
H 0.51803 1.86066 -0.17785  0.0296
H 2.72004 -2.49881 -1.50229  0.0885
O -3.49184 -0.10990 -1.19142  -0.1463
H -3.64109 -0.48909 -2.06262  0.0530
H -3.19633 -0.85789 -0.66347  -0.0018
O -2.22464 1.22908 4.03631  -0.2075
H -2.94675 1.84502 3.87592  0.0142
H -2.35539 0.93976 4.94408  0.0511

Frontier orbital gap   3.205 eV
DFT total energy   -703.821367 a.u.
Net charge   -1
Relative energy (zero: lowest compared OMol25 entry of this formula, charge and spin)   153.9 kJ/mol
HOMO level   -0.0897 hartree